[1]
{
  "formula": "C3H3ClO2",
  "method": "the ωB97M-V functional and the def2-TZVPD basis",
  "e_homo_ev": [-5.80, -11.48],
  "gap_ha": [0.2396, 0.2979],
  "de_lowest_kcal_mol": 83.1,
  "total_charge": 0,
  "multiplicity": 3,
  "elements": ["C", "C", "C", "O", "O", "Cl", "H", "H", "H"],
  "positions_angstrom": [[-1.53471, 0.09726, -0.08873], [-0.17634, -0.42183, -0.02930], [1.12502, 0.36301, -0.01322], [-2.46849, 0.79500, 0.37979], [-1.11986, -0.45565, -1.16100], [0.14138, -1.92733, 0.78411], [1.44245, -0.10227, 0.98371], [0.80029, 1.46757, -0.00324], [1.79026, 0.18424, -0.85212]],
  "mulliken_spin": [0.602, 0.232, 0.003, 0.820, 0.238, 0.089, 0.001, -0.001, 0.016]
}

***

[2]
{
  "formula": "C3H3ClO2S",
  "method": "the ωB97M-V functional and the def2-TZVPD basis",
  "e_homo_ev": -10.54,
  "gap_ha": 0.4063,
  "de_lowest_kcal_mol": 49.9,
  "total_charge": 0,
  "elements": ["C", "C", "C", "O", "O", "S", "Cl", "H", "H", "H"],
  "positions_angstrom": [[-0.20582, -1.16197, 0.32159], [-1.06536, -0.18951, 0.06466], [-0.19555, 1.04973, -0.21502], [2.08609, 0.03081, 1.19033], [2.01930, -0.35986, -1.17812], [1.28527, -0.13142, 0.01448], [-2.73651, -0.14347, 0.04348], [-0.24127, -2.17020, 0.40414], [-0.47925, 1.21186, -1.23763], [-0.46689, 1.86402, 0.59210]],
  "lowdin_charge": [-0.110, -0.853, -0.169, -0.309, -0.297, 0.691, 0.759, 0.060, 0.083, 0.146]
}

***

[3]
{
  "formula": "C3H3ClOS",
  "method": "the ωB97M-V functional and the def2-TZVPD basis",
  "e_homo_ev": -8.96,
  "gap_ha": 0.3022,
  "smiles": "OC(=S)/C=C/Cl",
  "de_lowest_kcal_mol": 12.4,
  "total_charge": 0,
  "elements": ["O", "C", "S", "C", "C", "Cl", "H", "H", "H"],
  "positions_angstrom": [[1.95018, -1.50970, -0.09184], [1.15827, -0.45022, 0.21850], [1.85615, 0.63747, 1.25903], [-0.14233, -0.52682, -0.44097], [-1.08178, 0.41196, -0.20470], [-2.66040, 0.44405, -0.92385], [1.43159, -2.14083, -0.59332], [-0.29630, -1.38456, -1.04437], [-0.81329, 1.24503, 0.49649]],
  "lowdin_charge": [-0.029, -0.845, 0.695, -0.182, -0.532, 0.629, 0.089, 0.096, 0.079]
}

***

[4]
{
  "formula": "C3H3ClS",
  "method": "the ωB97M-V functional and the def2-TZVPD basis",
  "e_homo_ev": -9.05,
  "gap_ha": 0.2979,
  "smiles": "S=C/C=C\\Cl",
  "de_lowest_kcal_mol": 3.6,
  "total_charge": 0,
  "elements": ["S", "C", "C", "C", "Cl", "H", "H", "H"],
  "positions_angstrom": [[-2.62872, -0.56956, -0.12560], [-1.06483, -0.73010, 0.10245], [-0.14581, 0.45429, 0.01446], [1.18589, 0.55499, -0.03893], [2.19527, -0.87873, -0.10558], [-0.51537, -1.69525, 0.37001], [-0.71054, 1.39297, -0.17481], [1.68411, 1.47139, -0.04200]],
  "lowdin_charge": [0.712, -0.714, -0.287, -0.515, 0.595, 0.067, 0.097, 0.045]
}

***

[5]
{
  "formula": "C3H3ClS4",
  "method": "the ωB97M-V functional and the def2-TZVPD basis",
  "e_homo_ev": -9.10,
  "gap_ha": 0.2967,
  "smiles": "S=C(S)C(Cl)C(=S)S",
  "de_lowest_kcal_mol": 3.6,
  "total_charge": 0,
  "elements": ["S", "C", "S", "C", "Cl", "C", "S", "S", "H", "H", "H"],
  "positions_angstrom": [[-2.50628, -0.73376, 0.52257], [-1.33754, 0.11477, -0.18755], [-1.17080, 1.86238, -0.15112], [-0.07630, -0.50511, -0.83140], [-0.18192, -2.15994, -1.17445], [1.28874, -0.19682, -0.04317], [2.38275, 0.84019, -0.58412], [1.39118, -1.13992, 1.46663], [-2.16949, 2.11053, 0.75015], [0.10437, 0.06216, -1.73669], [2.27528, -0.25448, 1.96916]],
  "lowdin_charge": [0.686, -1.236, 0.771, -0.979, 0.690, -1.234, 0.703, 0.743, -0.091, 0.061, -0.114]
}

***

[6]
{
  "formula": "C3H3CoFO3",
  "method": "the ωB97M-V functional and the def2-TZVPD basis",
  "e_homo_ev": [-9.15, -9.25],
  "gap_ha": [0.2965, 0.2944],
  "de_lowest_kcal_mol": 92.5,
  "total_charge": 0,
  "multiplicity": 4,
  "elements": ["C", "C", "O", "C", "O", "O", "Co", "F", "H", "H", "H"],
  "positions_angstrom": [[0.03665, -1.36112, 0.07820], [-1.04837, -0.79116, -0.55728], [-1.21793, 1.58246, 0.57487], [0.00413, 1.86019, 0.85025], [0.78131, 2.24103, -0.12731], [0.72365, 0.48755, 1.34476], [1.94284, 0.76072, -0.11791], [1.50082, -0.93491, -0.73257], [0.05875, -2.34583, 0.55038], [-1.98766, -1.33437, -0.44572], [-0.79421, -0.16456, -1.41768]],
  "mulliken_spin": [-0.008, 0.009, 0.016, -0.030, 0.091, 0.245, 2.638, 0.035, 0.001, -0.001, 0.002]
}

***

[7]
{
  "formula": "C3H3CoO3",
  "method": "the ωB97M-V functional and the def2-TZVPD basis",
  "e_homo_ev": [-12.06, -15.69],
  "gap_ha": [0.2547, 0.2212],
  "de_lowest_kcal_mol": 33.4,
  "total_charge": 1,
  "multiplicity": 6,
  "elements": ["O", "C", "O", "C", "H", "H", "C", "O", "Co", "H"],
  "positions_angstrom": [[-0.31151, -0.37110, -0.16444], [-1.10435, -0.13075, -1.29687], [-2.18133, -0.78121, -1.14987], [1.60030, 0.19196, 1.05724], [1.67566, -0.81682, 1.46481], [2.26111, 0.95854, 1.45749], [0.58159, 0.56059, 0.28807], [-0.69845, 0.55356, -2.21167], [-2.14264, -1.75965, 0.49200], [0.31963, 1.59488, 0.06323]],
  "mulliken_spin": [0.234, 0.010, 0.004, 0.420, 0.028, 0.023, 0.225, 0.087, 3.959, 0.009]
}

***

[8]
{
  "formula": "C3H3DyLiO",
  "method": "the ωB97M-V functional and the def2-TZVPD basis",
  "e_homo_ev": [-15.16, -17.51],
  "gap_ha": [0.1985, 0.3290],
  "total_charge": 2,
  "multiplicity": 7,
  "elements": ["C", "O", "Li", "H", "Dy", "C", "C", "H", "H"],
  "positions_angstrom": [[0.10565, -1.70482, 0.68091], [1.29246, -1.72901, 0.42483], [1.81558, -0.08681, -0.54703], [-0.50424, -2.62752, 0.81855], [-2.43580, 2.61080, -0.63562], [-0.61454, 0.46519, -0.21855], [0.40372, 1.39276, -0.19599], [-0.62650, -0.19454, -1.11085], [0.56367, 1.87395, 0.78376]],
  "mulliken_spin": [0.605, 0.193, 0.008, 0.116, 4.235, 0.017, 0.725, 0.054, 0.047]
}

***

| no. | maximum force (eV Å⁻¹) |
| --- | --- |
| 1 | 5.59 |
| 2 | 3.06 |
| 3 | 2.23 |
| 4 | 2.97 |
| 5 | 2.70 |
| 6 | 10.10 |
| 7 | 5.22 |
| 8 | 3.84 |